[1]
C33H63N12OPdS | ωB97M-V/def2-TZVPD

Atoms and positions in Å:
Pd 0.26995 0.14399 -0.09345
C -0.14967 4.47229 2.01967
N 0.58178 4.47806 0.75984
C 1.09183 5.79290 0.37188
C 0.80630 3.37230 0.00972
N -0.06957 2.37950 -0.13889
C -1.49846 2.68395 -0.00630
C -2.24063 1.49886 0.58311
N -1.92481 0.26866 -0.17134
C -2.37303 -0.96375 0.51389
C -1.66552 -2.17685 -0.05788
N -0.21656 -2.03931 0.09975
C 0.49874 -3.15024 0.13211
N 0.12100 -4.29920 -0.48593
C 0.32790 -5.61364 0.12307
C -0.57781 -4.31654 -1.75762
N 1.68023 -3.16327 0.80878
C 2.77917 -4.04868 0.44494
C 1.73042 -2.68518 2.18529
C -2.38493 0.34376 -1.57429
C -1.24704 0.67478 -2.55830
N -0.09928 -0.15550 -2.28871
C 0.43682 -0.94830 -3.26734
N 1.62451 -1.49630 -3.01461
C 2.56964 -0.97627 -2.02755
C 2.08117 -2.69363 -3.71921
N -0.17190 -1.17138 -4.44886
C -1.58386 -1.54690 -4.56172
C 0.57876 -1.21578 -5.70863
N 2.00617 3.29399 -0.61377
C 3.22058 3.84900 -0.02924
C 2.14390 2.74071 -1.94494
H 0.47823 4.89767 2.80462
H -0.41656 3.46138 2.31204
H -1.05259 5.08156 1.94749
H 0.27017 6.50812 0.41770
H 1.46701 5.77199 -0.64649
H 1.88418 6.13253 1.04050
H -1.92124 2.93525 -0.98673
H -1.70775 3.54932 0.61718
H -3.32126 1.67554 0.58575
H -1.92171 1.33292 1.61401
H -3.45898 -1.07387 0.42823
H -2.12400 -0.85496 1.57002
H -1.96755 -2.30026 -1.10464
H -2.03200 -3.06410 0.46594
H 0.63708 -5.50312 1.15815
H 1.07095 -6.20108 -0.41821
H -0.61777 -6.15628 0.11013
H -0.43770 -3.36241 -2.26491
H -1.64732 -4.51352 -1.65245
H -0.15202 -5.10648 -2.37889
H 2.66231 -4.39859 -0.57829
H 2.84797 -4.91813 1.10272
H 3.71445 -3.49120 0.52406
H 0.99269 -1.90247 2.33630
H 2.72126 -2.29117 2.39687
H 1.53294 -3.50745 2.88114
H -3.16174 1.10370 -1.67807
H -2.83668 -0.60751 -1.84997
H -0.89252 1.69159 -2.35031
H -1.59859 0.63268 -3.58620
H 2.35940 0.06212 -1.79480
H 3.57240 -1.05018 -2.44665
H 2.52159 -1.57718 -1.11575
H 1.23168 -3.24736 -4.10806
H 2.62102 -3.30401 -2.99675
H 2.76230 -2.44433 -4.53357
H -2.04343 -1.62033 -3.57965
H -1.64587 -2.52807 -5.03568
H -2.12954 -0.83444 -5.18060
H 1.54911 -0.74189 -5.58400
H 0.01032 -0.64951 -6.44589
H 0.70539 -2.23294 -6.08052
H 3.06246 4.05068 1.02633
H 3.53944 4.76637 -0.52678
H 4.01792 3.11084 -0.11744
H 2.17192 3.52916 -2.70250
H 1.31302 2.07688 -2.16529
H 3.08036 2.18486 -2.01143
C 0.89607 1.92812 5.88279
C 0.87992 0.50660 5.34462
N 2.12369 0.17056 4.63924
C 3.24435 -0.30835 5.47803
C 3.27764 -1.82375 5.56132
C 2.28090 0.33606 3.34746
S 0.98822 1.06743 2.39840
N 3.43435 0.00240 2.76562
C 3.50604 0.15194 1.45176
O 2.56873 0.65156 0.73785
C 4.74155 -0.31361 0.78367
C 5.57616 -1.22950 1.42325
C 6.72710 -1.67413 0.79223
C 7.06335 -1.18792 -0.46436
C 6.24756 -0.25541 -1.09568
C 5.08686 0.17517 -0.47595
H -0.02616 2.12815 6.42643
H 0.98395 2.65242 5.07196
H 1.72710 2.07953 6.57070
H 0.04097 0.34685 4.66516
H 0.77411 -0.21696 6.15324
H 3.09515 0.13398 6.46212
H 4.16874 0.08615 5.06550
H 2.33354 -2.22344 5.93359
H 4.06398 -2.13759 6.24610
H 3.48580 -2.25774 4.58322
H 5.32299 -1.57603 2.41616
H 7.37426 -2.38462 1.28809
H 7.97395 -1.52023 -0.94451
H 6.53527 0.14896 -2.05729
H 4.45887 0.92097 -0.94513

Values from the calculation:
HOMO energy (alpha / beta)   -15.7 / -15.9 eV
2S+1   5
Frontier orbital gap (alpha / beta)   8.8 / 4.5 eV
Molar mass   782.44 g/mol
<S²>   6.0271
ΔE to the lowest compared entry with this formula, charge and spin   0.0898 eV
Net charge   +3

Results of the Löwdin charge analysis, in e, for atoms 1 through 8: 0.9956 -0.0479 -0.1285 -0.0198 -0.4100 -0.0374 -0.1995 -0.1588

[2]
C2H2OS | ωB97M-V/def2-TZVPD

Atoms and positions in Å:
C -0.68309 -0.22070 -0.56204
C 0.53950 0.15930 -0.47002
O 0.92508 0.90113 2.12565
S 1.36012 0.04414 0.99814
H -0.56855 -0.01622 -1.68709
H -1.57306 -0.86766 -0.40464

Values from the calculation:
HOMO energy (alpha / beta)   -9.0 / -9.0 eV
2S+1   1
Frontier orbital gap (alpha / beta)   7.6 / 7.8 eV
Molar mass   74.10 g/mol
ΔE to the lowest compared entry with this formula, charge and spin   4.0713 eV

The molecule's Löwdin atomic charges, reported in e, are given here: -0.1035 -0.4192 -0.5308 0.8855 0.0717 0.0963

[3]
C7H9NO | ωB97M-V/def2-TZVPD

Atoms and positions in Å:
C 1.25043 -1.31451 1.32675
C 0.60750 -2.51029 0.85467
C 0.92407 -0.17304 0.67589
C -0.22566 -0.16834 -0.44709
C -0.61579 0.97715 -1.02340
C 1.18841 1.16843 1.22919
C -1.92958 1.06269 -1.82277
N -0.88418 -1.37512 -0.61096
O -0.42589 -2.38629 0.04603
H 2.26906 -1.38088 1.88844
H 0.70730 -3.43892 1.28191
H 0.02274 1.83302 -1.06076
H 1.26155 1.77954 0.35640
H 2.16597 1.16197 1.66437
H 0.41393 1.54993 1.86120
H -1.68262 1.64766 -2.66954
H -2.75565 1.49967 -1.31648
H -2.29157 0.06733 -2.23386

Values from the calculation:
HOMO energy (alpha / beta)   -7.4 / -6.8 eV
2S+1   1
Frontier orbital gap (alpha / beta)   7.3 / 6.6 eV
Molar mass   123.15 g/mol
ΔE to the lowest compared entry with this formula, charge and spin   5.7106 eV

Results of the Löwdin charge analysis, in e, for atoms 1 through 8: -0.0359 -0.0771 -0.1812 -0.2220 -0.1136 -0.0600 -0.0936 0.0911

[4]
C31H24Cl2GeNRe | ωB97M-V/def2-TZVPD

Atoms and positions in Å:
Re 9.75968 8.68369 14.73669
C 8.06948 7.19920 15.65589
C 7.45818 7.91048 14.53473
C 7.34050 9.25350 14.58164
C 7.60649 10.02857 15.68624
C 8.17011 9.43958 16.83747
C 8.37026 7.99394 16.82142
H 8.30315 6.13658 15.57048
H 7.38588 7.26854 13.63632
H 7.10430 9.77167 13.62554
H 7.47691 11.12872 15.68407
H 8.30005 10.12595 17.63879
H 8.98457 7.49238 17.57952
Cl 13.29090 8.36000 17.20000
C 13.80965 9.27891 15.95039
C 15.06403 9.81627 15.72296
C 15.29853 10.71784 14.59746
C 14.35036 10.95888 13.52201
C 13.10978 10.37873 13.72485
Cl 11.72794 10.75004 12.89126
C 12.75938 9.48837 14.87524
N 11.65218 9.08301 15.02969
H 15.74740 9.57567 16.52501
H 16.23134 11.20703 14.35024
H 14.63043 11.54988 12.59814
C 9.95997 8.02436 13.24106
Ge 10.53738 7.05087 11.58032
C 12.40258 6.81828 12.07878
C 12.77926 6.25501 13.27526
C 14.13693 6.19622 13.61501
C 15.12985 6.69402 12.72632
C 14.68427 7.27265 11.55882
C 13.35562 7.41638 11.30024
C 10.28764 7.84727 9.87861
C 9.39661 8.92527 9.64614
C 9.26771 9.49801 8.35599
C 10.01193 9.09171 7.26608
C 10.96419 8.08600 7.54328
C 11.06454 7.45443 8.80358
C 9.29462 5.57657 11.90270
C 9.48972 4.55510 12.86252
C 8.45098 3.69801 13.16296
C 7.15054 3.96570 12.68062
C 6.98510 4.94893 11.70460
C 8.00874 5.71748 11.28226
H 12.00619 5.88818 14.01526
H 14.42523 5.71840 14.57181
H 16.16643 6.49462 12.90842
H 15.35703 7.69089 10.81926
H 13.04029 7.88325 10.36363
H 8.77016 9.28673 10.47309
H 8.55017 10.32851 8.20995
H 9.90129 9.42601 6.26572
H 11.46362 7.61293 6.70667
H 11.78176 6.61885 8.87284
H 10.44828 4.44983 13.34384
H 8.59440 2.96253 13.93269
H 6.29858 3.36397 12.99319
H 6.06115 5.02084 11.16373
H 7.97145 6.37852 10.46654

Values from the calculation:
HOMO energy (alpha / beta)   -13.8 / -13.8 eV
2S+1   1
Frontier orbital gap (alpha / beta)   4.9 / 4.9 eV
Molar mass   740.26 g/mol
Net charge   +2

Results of the Löwdin charge analysis, in e, for atoms 1 through 8: 1.2887 -0.1017 -0.1422 -0.1824 -0.0828 -0.0661 -0.0578 0.1245

[5]
C19H32NPRu | ωB97M-V/def2-TZVPD

Atoms and positions in Å:
C -2.70971 0.21631 -3.91009
C -2.47307 -0.92929 -3.14553
C -1.61956 -0.94353 -2.01185
C -1.19037 0.33327 -1.59217
C -1.31744 1.46454 -2.42325
C -2.07409 1.41465 -3.59997
C -1.44043 -2.21732 -1.21717
C -0.18695 -3.20164 -1.07067
N 1.14211 -2.87541 -1.50627
Ru -1.13008 1.18441 0.33003
C -0.55135 2.70916 -2.08971
P 0.51520 2.24728 -0.65300
H -2.97634 -1.86894 -3.40019
H -2.11516 2.31435 -4.22197
H -3.38690 0.18321 -4.76208
H -1.14399 3.58891 -1.83332
H 0.09617 3.01757 -2.92361
H -1.72435 -1.99431 -0.18384
H -2.19813 -2.89963 -1.61277
H -0.11144 -3.41348 0.00928
C 1.07430 3.74496 0.15764
C 1.97039 1.63370 -1.58062
H -0.45274 -4.16629 -1.54776
C 1.35235 -2.39511 -2.84455
C 2.09028 -2.43708 -0.47940
H -2.65142 1.84735 1.02166
H 1.73832 -3.19092 -3.49345
H 0.41875 -1.99975 -3.26764
H 2.09680 -1.58729 -2.81735
H 2.79250 -3.24749 -0.24785
H 2.66637 -1.58131 -0.85845
H 1.56474 -2.11094 0.43192
H 2.52612 2.46412 -2.05348
H 2.62530 1.12335 -0.85978
H 1.66384 0.93146 -2.36988
H 1.14541 4.59379 -0.53424
H 0.34488 3.96118 0.94688
H 2.05330 3.54966 0.61245
H -2.06668 2.20398 1.38094
C 1.52319 -0.87059 4.77416
C 0.28854 -0.08679 4.33248
C -0.94758 -0.94341 4.62709
C 0.27135 1.23488 5.10032
C 0.25828 0.25418 2.90212
C -0.31481 0.74401 1.88849
H 1.47798 -1.03413 5.85925
H 2.44828 -0.33129 4.55335
H 1.56867 -1.85773 4.29832
H -1.07055 -1.13808 5.69592
H -1.85002 -0.45471 4.26098
H -0.83556 -1.90799 4.11792
H 1.19927 1.78604 4.90499
H -0.56801 1.86413 4.79190
H 0.19512 1.07391 6.18172

Values from the calculation:
HOMO energy (alpha / beta)   -13.4 / -15.0 eV
2S+1   5
Frontier orbital gap (alpha / beta)   6.9 / 5.8 eV
Molar mass   406.52 g/mol
<S²>   6.0740
ΔE to the lowest compared entry with this formula, charge and spin   1.4300 eV
Net charge   +2

Results of the Löwdin charge analysis, in e, for atoms 1 through 8: -0.0308 -0.0185 -0.2552 -0.2145 -0.3440 -0.0100 -0.0827 -0.1017

[6]
C4H6N2O2 | ωB97M-V/def2-TZVPD

Atoms and positions in Å:
O -1.39759 -1.28364 1.50463
C -0.75012 -0.75096 0.47452
C -1.54068 0.53698 -0.00403
N -1.02908 1.33987 -0.86165
O -1.95736 2.53257 -0.72592
N 0.30225 -1.23891 -0.33557
C 1.49205 -1.66370 0.35542
C 1.54493 -0.29458 -0.34249
H -2.26940 1.03353 0.55902
H -1.59829 3.49828 -1.33816
H 2.16805 -2.58132 0.03479
H 1.42065 -1.54230 1.45939
H 2.02523 0.06425 -1.37732
H 1.58937 0.34993 0.59737

Values from the calculation:
HOMO energy   -10.4 eV
2S+1   1
Frontier orbital gap   10.3 eV
Molar mass   114.10 g/mol
SMILES string   O=C(/C=N/O)N1CC1
ΔE to the lowest compared entry with this formula, charge and spin   6.8020 eV

Results of the Löwdin charge analysis, in e, for atoms 1 through 8: -0.0116 -0.3102 -0.0742 0.0448 -0.2206 -0.0187 -0.1740 -0.0832